(1)
Molecular formula: C35H105N21O14
Method: DFT, ωB97M-V with the def2-TZVPD basis set

Last column: Mulliken charge in e.
Atoms and positions in Å:
C -0.438 -1.632 -1.205  0.0774
C 0.806 -1.078 -0.713  3.6628
C 0.858 -0.953 0.812  -1.6163
O -0.209 -0.146 1.319  -0.5008
C 0.027 1.294 1.443  1.3655
N 1.935 -1.868 -1.092  0.1482
H -0.284 -2.568 -1.741  -0.3539
H -0.822 -0.974 -1.984  0.2694
H -1.126 -1.988 -0.437  -0.7900
H 0.858 -0.136 -1.258  -0.6957
H 1.828 -0.774 1.275  0.4399
H 0.685 -1.975 1.149  0.0465
H 0.865 1.629 2.054  0.1258
H -0.777 1.811 1.967  -0.6253
H 0.191 1.788 0.485  -0.6250
H 2.728 -1.363 -0.724  -0.2567
H 1.986 -1.840 -2.100  -0.6751
C 5.894 -8.375 1.704  -1.3457
C 5.937 -6.861 2.078  0.2910
C 5.158 -6.012 1.060  -0.4928
O 5.251 -4.584 1.298  -0.4087
C 4.662 -3.809 0.333  -0.5152
N 5.507 -6.616 3.480  -0.6381
H 6.654 -8.866 2.313  0.3771
H 6.110 -8.454 0.638  0.3624
H 4.917 -8.790 1.949  0.3584
H 6.969 -6.521 2.162  0.2704
H 4.122 -6.315 1.210  0.1070
H 5.410 -6.214 0.018  0.4342
H 4.927 -4.031 -0.701  0.3429
H 4.839 -2.735 0.388  0.2362
H 3.576 -3.890 0.365  0.1176
H 4.914 -5.819 3.668  0.2417
H 4.965 -7.428 3.739  0.2471
C -4.547 -1.582 -2.995  -1.1186
C -5.136 -2.807 -2.381  0.3775
C -4.038 -3.678 -1.848  -0.4700
O -4.515 -5.019 -1.536  -0.4534
C -3.557 -5.954 -0.943  -0.4118
N -5.956 -2.318 -1.344  -0.6134
H -3.868 -1.135 -2.269  0.0156
H -5.205 -0.810 -3.394  0.4331
H -3.916 -1.982 -3.789  0.3718
H -5.570 -3.492 -3.109  0.2968
H -3.551 -3.166 -1.018  0.2530
H -3.246 -3.734 -2.595  0.0674
H -2.937 -6.403 -1.720  0.2805
H -3.868 -6.827 -0.370  0.3653
H -2.940 -5.362 -0.268  -0.0256
H -5.786 -3.010 -0.628  0.3192
H -6.863 -2.595 -1.692  0.2911
C -1.143 4.955 -0.132  0.1470
C -2.000 6.147 -0.505  0.2432
C -2.546 7.087 0.629  -0.6037
O -3.140 8.236 0.032  -0.4113
C -3.663 9.188 0.938  -0.7646
N -1.235 6.761 -1.620  -0.6680
H -1.131 4.378 -1.057  -0.3169
H -1.574 4.392 0.695  -0.2938
H -0.130 5.212 0.178  0.3919
H -2.857 5.594 -0.891  0.1153
H -1.716 7.384 1.269  0.2221
H -3.248 6.571 1.284  0.4102
H -3.402 10.230 0.751  0.3093
H -3.140 9.031 1.881  0.2885
H -4.735 9.213 1.135  0.2761
H -1.960 7.449 -1.767  0.4654
H -0.449 7.256 -1.222  0.2564
C -4.385 3.145 0.650  -1.1696
C -4.507 3.757 2.092  0.2408
C -5.457 2.989 3.117  -0.8016
O -6.829 3.113 2.589  -0.3086
C -7.932 2.686 3.369  -0.7803
N -3.101 3.830 2.555  -0.0652
H -3.537 3.553 0.101  -0.0618
H -5.220 3.453 0.020  0.4787
H -4.430 2.057 0.601  0.3678
H -4.846 4.791 2.035  0.3081
H -5.513 3.580 4.031  0.4415
H -5.144 1.965 3.319  0.4185
H -7.892 1.626 3.620  0.2826
H -8.814 2.942 2.781  0.2578
H -8.087 3.322 4.241  0.3087
H -2.854 2.881 2.794  -0.4006
H -3.068 4.110 3.525  0.3964
C 1.891 0.708 -3.852  -1.0011
C 1.350 2.163 -3.815  -0.0790
C 0.120 2.464 -2.899  0.2945
O -0.962 1.690 -3.514  -0.5051
C -2.059 1.605 -2.770  -0.4321
N 2.448 3.128 -3.736  -0.7398
H 2.767 0.535 -4.476  0.5541
H 1.153 0.048 -4.309  0.4910
H 2.093 0.294 -2.864  -0.4938
H 1.074 2.435 -4.833  0.4394
H -0.226 3.496 -2.952  0.7355
H 0.362 2.110 -1.897  -0.5786
H -2.712 0.835 -3.181  0.2382
H -2.480 2.608 -2.699  0.3632
H -1.893 1.330 -1.729  0.0606
H 2.963 3.109 -4.604  0.2630
H 2.051 4.056 -3.784  0.3090
C 2.489 -2.422 -6.547  -1.4535
C 2.922 -2.732 -5.046  0.8492
C 1.673 -3.063 -4.187  -0.1804
O 0.910 -4.259 -4.596  -0.4802
C 0.042 -4.921 -3.662  -0.2301
N 3.766 -3.890 -5.262  -0.8347
H 1.785 -1.590 -6.536  0.2989
H 1.992 -3.192 -7.138  0.3273
H 3.211 -2.058 -7.278  0.4594
H 3.634 -2.039 -4.599  -0.0657
H 1.020 -2.237 -3.906  0.1693
H 2.048 -3.312 -3.194  0.4273
H 0.383 -5.952 -3.569  0.3108
H -1.016 -4.919 -3.924  0.2307
H 0.190 -4.574 -2.639  -0.2312
H 4.442 -3.829 -6.011  0.2602
H 3.009 -4.537 -5.431  0.3027
C -1.760 -3.302 2.506  0.6630
O -0.611 -3.534 2.878  -0.8323
N -2.698 -4.145 2.532  -0.3083
N -2.160 -2.175 2.030  0.1588
H -3.500 -3.854 1.992  0.1379
H -2.492 -5.120 2.692  0.3346
H -3.101 -1.817 1.943  0.2347
H -1.470 -1.461 1.850  -0.1994
C 4.663 0.467 -1.761  0.4587
O 4.571 -0.407 -0.889  -0.7308
N 5.426 0.329 -2.871  -0.2807
N 4.061 1.618 -1.658  -0.0421
H 5.375 1.119 -3.498  0.1597
H 6.192 -0.330 -2.879  0.2812
H 3.876 2.042 -2.556  0.0638
H 3.487 1.897 -0.875  0.0720
C 0.679 5.724 3.803  0.4849
O 1.526 6.456 4.267  -0.7068
N -0.543 6.098 3.478  -0.3161
N 0.701 4.466 3.634  0.0526
H -1.368 5.517 3.441  0.0337
H -0.698 7.085 3.628  0.2055
H -0.123 3.907 3.808  -0.0397
H 1.628 4.224 3.951  0.3468
C 0.041 -6.516 0.528  0.5787
O -0.835 -7.092 1.090  -0.6825
N 0.502 -5.240 0.708  -0.0810
N 0.657 -7.204 -0.400  -0.3422
H 0.186 -4.707 1.506  0.2131
H 0.979 -4.801 -0.066  -0.0986
H 1.529 -6.935 -0.832  0.1560
H 0.378 -8.169 -0.503  0.2284
C 2.735 4.517 0.084  0.4199
O 2.330 3.347 0.220  -0.0828
N 2.894 5.364 1.042  -0.3921
N 2.635 5.157 -0.992  -0.3810
H 2.576 5.128 1.971  0.0793
H 3.594 6.032 0.753  0.1817
H 2.224 6.073 -0.880  0.2419
H 2.301 4.541 -1.719  0.0383
C -1.737 0.982 5.077  0.4564
O -2.359 1.880 4.563  -0.6243
N -1.578 0.896 6.302  -0.4333
N -0.985 0.127 4.488  -0.2645
H -1.906 1.677 6.852  0.2743
H -1.300 -0.005 6.666  0.1966
H -0.120 -0.229 4.869  0.2967
H -1.166 0.219 3.498  -0.1374
C 3.539 1.669 3.748  0.6558
O 3.147 2.728 4.192  -0.7514
N 4.024 0.794 4.551  -0.4447
N 3.749 1.343 2.491  -0.1583
H 4.347 -0.163 4.539  0.1588
H 3.990 1.159 5.492  0.2555
H 3.387 2.006 1.821  -0.0027
H 4.399 0.612 2.240  0.1937

Cartesian forces (eV/Å) of the 2 atoms listed first:
C -1.99 -1.85 -1.22
C 1.36 1.48 0.83

Properties
Relative energy (zero: lowest compared OMol25 entry of this formula, charge and spin) (kJ/mol): 855.4
Energy (eV): -97950.017
LUMO (eV): 0.3321
Molar mass (g mol⁻¹): 1044.4
Strongest force on any atom (eV/Å): 8.805
Multiplicity: 1
Orbital gap (eV): 9.13

---

(2)
Molecular formula: C58H66ClN7O5PSi4TeTi
Method: DFT, ωB97M-V with the def2-TZVPD basis set

Last column: Löwdin spin population.
Atoms and positions in Å:
Ti 0.088 -0.716 -0.269  1.0353
C -2.025 2.613 -3.913  0.0061
N -2.159 1.939 -2.640  0.0135
C -1.120 1.490 -1.889  0.0527
N -1.569 0.828 -0.829  0.0071
C -2.949 0.863 -0.888  0.0054
C -3.326 1.533 -2.039  -0.0027
C -4.623 1.695 -2.710  -0.0004
C -5.151 2.949 -3.011  -0.0002
C -6.365 3.057 -3.673  0.0000
C -7.060 1.917 -4.049  -0.0002
C -6.534 0.663 -3.760  0.0000
C -5.324 0.550 -3.100  -0.0003
C -3.798 0.366 0.205  0.0008
C -3.222 -0.305 1.284  0.0015
C -3.988 -0.772 2.338  0.0000
C -5.360 -0.569 2.351  0.0012
C -5.946 0.126 1.303  0.0000
C -5.180 0.595 0.250  0.0011
P 0.566 2.229 -2.081  0.1777
C 1.587 0.681 -1.967  0.1976
N 1.854 0.124 -0.759  0.0919
C 3.166 -0.348 -0.802  0.0399
C 3.631 -0.219 -2.089  -0.0063
N 2.640 0.429 -2.806  0.0952
C 2.652 0.799 -4.198  0.0114
C 4.807 -0.779 -2.776  -0.0019
C 6.091 -0.264 -2.620  -0.0007
C 7.161 -0.844 -3.283  0.0005
C 6.961 -1.939 -4.113  -0.0008
C 5.683 -2.454 -4.278  0.0003
C 4.612 -1.877 -3.615  -0.0015
C 3.847 -0.772 0.426  0.0036
C 5.075 -1.438 0.416  0.0083
C 5.673 -1.834 1.601  -0.0001
C 5.076 -1.551 2.820  0.0099
C 3.880 -0.848 2.844  -0.0003
C 3.273 -0.461 1.663  0.0100
C 0.732 2.679 -0.348  0.0407
N 0.429 1.885 0.672  0.0389
C 0.647 2.608 1.801  0.0044
C 1.123 3.866 1.487  0.0162
N 1.169 3.899 0.101  0.0432
C 1.472 5.021 -0.751  0.0095
C 1.464 4.996 2.347  0.0016
C 2.565 5.818 2.080  0.0038
C 2.847 6.913 2.879  -0.0001
C 2.046 7.209 3.973  0.0044
C 0.970 6.383 4.267  -0.0001
C 0.680 5.291 3.469  0.0040
C 0.429 2.050 3.146  -0.0001
C -0.820 1.552 3.507  0.0000
C -1.036 1.076 4.791  0.0001
C -0.006 1.083 5.720  0.0000
C 1.249 1.549 5.357  0.0001
C 1.466 2.033 4.076  0.0005
H -1.220 2.161 -4.488  0.0005
H -1.793 3.671 -3.768  0.0037
H -2.955 2.527 -4.469  0.0002
H -4.617 3.841 -2.704  0.0001
H -6.770 4.035 -3.900  0.0000
H -8.008 2.007 -4.564  0.0000
H -7.064 -0.231 -4.065  0.0000
H -4.884 -0.414 -2.882  0.0000
H -2.157 -0.460 1.291  0.0004
H -3.504 -1.300 3.151  0.0000
H -5.961 -0.937 3.173  0.0001
H -7.014 0.312 1.305  0.0000
H -5.664 1.157 -0.531  0.0001
H 3.607 0.533 -4.643  -0.0002
H 2.495 1.878 -4.293  0.0048
H 1.851 0.283 -4.731  0.0029
H 6.243 0.588 -1.968  0.0004
H 8.157 -0.437 -3.156  0.0000
H 7.804 -2.392 -4.619  -0.0001
H 5.519 -3.311 -4.919  0.0000
H 3.616 -2.296 -3.713  -0.0001
H 5.554 -1.669 -0.523  0.0003
H 6.610 -2.378 1.569  -0.0003
H 5.537 -1.881 3.743  0.0008
H 3.407 -0.600 3.788  -0.0002
H 2.345 0.093 1.691  0.0016
H 1.206 5.950 -0.250  0.0004
H 0.892 4.932 -1.670  0.0066
H 2.530 5.052 -1.023  0.0027
H 3.224 5.577 1.257  0.0002
H 3.704 7.535 2.650  -0.0001
H 2.266 8.070 4.591  0.0004
H 0.340 6.599 5.122  -0.0001
H -0.168 4.659 3.699  0.0003
H -1.622 1.548 2.778  0.0000
H -2.012 0.697 5.066  0.0000
H -0.178 0.711 6.723  0.0000
H 2.066 1.536 6.069  0.0000
H 2.445 2.394 3.786  0.0002
O -0.247 -1.086 -2.412  0.0134
Cl -1.446 -1.898 -2.235  0.0019
O -2.547 -1.262 -2.872  0.0007
O -1.229 -3.181 -2.794  0.0008
O -1.659 -1.994 -0.806  0.0081
C -0.005 -5.877 3.294  0.0000
Si 1.598 -5.945 2.273  0.0000
C 2.873 -4.871 3.176  0.0001
C 2.198 -7.747 2.449  0.0000
Si 1.313 -5.386 0.003  -0.0003
Te 1.446 -2.978 -0.632  -0.0057
Si 3.196 -6.102 -1.242  -0.0019
C 2.833 -5.804 -3.088  -0.0004
C 4.753 -5.098 -0.834  0.0001
C 3.692 -7.937 -1.081  -0.0007
Si -0.582 -6.608 -0.728  0.0014
C -0.800 -6.595 -2.606  0.0001
C -2.144 -5.882 0.065  0.0002
C -0.465 -8.452 -0.251  0.0006
H 0.194 -6.029 4.357  0.0000
H -0.702 -6.654 2.969  0.0000
H -0.507 -4.912 3.185  0.0000
H 3.090 -5.253 4.177  0.0000
H 2.515 -3.844 3.271  0.0000
H 3.809 -4.829 2.614  0.0000
H 2.060 -8.112 3.470  0.0000
H 3.257 -7.841 2.198  0.0000
H 1.644 -8.409 1.778  0.0000
H 2.160 -4.946 -3.170  -0.0003
H 2.338 -6.663 -3.549  0.0000
H 3.737 -5.583 -3.660  0.0000
H 4.508 -4.037 -0.913  0.0002
H 5.583 -5.312 -1.512  0.0000
H 5.093 -5.279 0.190  0.0000
H 2.838 -8.590 -1.280  0.0000
H 4.047 -8.160 -0.072  0.0000
H 4.487 -8.199 -1.782  -0.0001
H -0.852 -5.570 -2.958  0.0000
H -1.712 -7.107 -2.924  0.0000
H 0.050 -7.074 -3.099  0.0000
H -2.151 -4.798 -0.084  0.0001
H -2.171 -6.065 1.141  0.0000
H -3.064 -6.282 -0.368  0.0000
H 0.493 -8.863 -0.582  0.0000
H -1.259 -9.043 -0.713  0.0001
H -0.527 -8.594 0.831  0.0000
O -0.674 -1.965 3.722  0.0159
C -0.375 -1.533 2.660  0.0164
N -0.073 -1.098 1.592  0.0019

Cartesian forces (eV/Å) of the 2 atoms listed first:
Ti -0.70 0.92 0.31
C 0.03 0.18 -0.08

Properties
Energy (eV): -165617.193
LUMO (spin up / spin down) (eV): 2.0441 / 1.9904
Charge: -1
Molar mass (g mol⁻¹): 1295.4
Strongest force on any atom (eV/Å): 2.402
Multiplicity: 3
⟨S²⟩: 2.01
Orbital gap (spin up / spin down) (eV): 4.33 / 6.00

---

(3)
Molecular formula: C17H18ClN3O4
Method: DFT, ωB97M-V with the def2-TZVPD basis set

Last column: Mulliken charge in e.
Atoms and positions in Å:
O -1.086 -2.178 2.112  -0.6542
C -0.971 -0.986 2.291  0.7053
C -1.978 0.026 1.703  -1.0518
N -1.460 0.586 0.471  0.9654
N -1.916 0.041 -0.633  -1.0000
C -1.487 0.438 -1.800  0.5189
C -2.060 -0.227 -2.974  0.8103
C -3.280 -0.896 -2.854  -0.3238
C -3.851 -1.527 -3.940  -0.7649
C -3.202 -1.496 -5.166  0.4158
Cl -3.913 -2.275 -6.531  -0.2126
C -1.983 -0.850 -5.303  -0.8301
C -1.418 -0.220 -4.211  -0.4828
C -0.532 1.493 -1.893  -0.4538
C -0.075 2.067 -0.755  -0.6881
C -0.521 1.609 0.537  0.4019
O -0.151 2.040 1.622  -0.7375
N 0.006 -0.409 3.006  -0.1251
C 1.128 -1.160 3.515  -1.1439
C 2.442 -0.654 2.914  0.2584
C 2.435 -0.707 1.379  -0.2544
O 3.586 -0.100 0.838  -0.4519
C 3.692 1.237 1.283  -0.1932
C 3.757 1.280 2.809  -0.5396
O 2.609 0.679 3.366  -0.4327
H -2.900 -0.502 1.461  0.4051
H -2.154 0.838 2.412  0.4121
H -3.770 -0.912 -1.895  0.4205
H -4.796 -2.039 -3.843  0.4056
H -1.481 -0.844 -6.257  0.4104
H -0.458 0.259 -4.328  0.3000
H -0.204 1.846 -2.858  0.3219
H 0.635 2.880 -0.763  0.5046
H 0.110 0.603 2.995  0.3441
H 0.968 -2.211 3.266  0.4976
H 1.180 -1.040 4.601  0.3395
H 3.281 -1.269 3.283  0.3606
H 2.433 -1.741 1.032  0.3730
H 1.539 -0.194 1.001  0.0472
H 4.602 1.641 0.838  0.3688
H 2.819 1.814 0.944  0.0579
H 3.769 2.307 3.174  0.3695
H 4.659 0.750 3.152  0.3259

Cartesian forces (eV/Å) of the 2 atoms listed first:
O -0.10 -0.44 -0.18
C -0.43 0.57 0.01

Properties
Relative energy (zero: lowest compared OMol25 entry of this formula, charge and spin) (kJ/mol): 187.7
Energy (eV): -43103.690
LUMO (eV): -0.2915
Molar mass (g mol⁻¹): 363.8
SMILES string: O=C(Cn1nc(-c2ccc(Cl)cc2)ccc1=O)NC[C@H]1COCCO1
Strongest force on any atom (eV/Å): 1.093
Multiplicity: 1
Orbital gap (eV): 8.36

---

(4)
Molecular formula: C12H14BrCeIN2
Method: DFT, ωB97M-V with the def2-TZVPD basis set

Last column: Mulliken charge in e.
Atoms and positions in Å:
C -2.996 -2.086 -3.195  -0.7789
C -2.354 1.633 0.103  -1.0671
H -2.924 -1.785 -4.249  0.4394
H -3.347 -1.212 -2.605  0.1495
H -3.776 -2.859 -3.150  0.3751
H -1.491 2.288 0.269  0.4207
H -3.039 2.102 -0.657  0.4549
H -2.915 1.475 1.035  0.3760
C 1.458 -1.312 -1.804  0.3732
C 2.835 -1.575 -1.835  -0.8863
C 3.671 -0.885 -0.950  -0.4986
C 3.057 -0.059 -0.005  -0.7192
H 0.780 -1.850 -2.488  -0.0009
H 3.187 -2.311 -2.560  0.3922
H 4.753 -1.011 -0.988  0.4560
H 3.617 0.443 0.768  0.2906
N 0.856 -0.491 -0.929  -0.0374
C 1.657 0.079 0.027  0.5575
C 1.000 0.708 1.197  0.8517
N -0.278 0.303 1.426  -0.1397
C -0.882 0.776 2.537  -0.2680
C 1.003 2.175 3.142  -0.5448
C -0.292 1.716 3.399  -0.5997
H -1.922 0.472 2.707  0.4889
H -0.905 2.054 4.228  0.4145
C 1.680 1.638 2.039  -0.5955
H 2.698 1.943 1.803  0.3266
H 1.448 2.926 3.786  0.4670
Ce -1.910 -0.252 -1.010  1.1941
I -1.241 -3.312 -2.673  0.2474
Br -3.427 -1.727 0.632  -0.1392

Cartesian forces (eV/Å) of the 2 atoms listed first:
C -0.41 -1.23 -1.05
C -0.82 0.91 -0.53

Properties
Relative energy (zero: lowest compared OMol25 entry of this formula, charge and spin) (kJ/mol): 185.1
Energy (eV): -106706.291
LUMO (spin up / spin down) (eV): -9.5207 / -9.5253
Charge: +2
Molar mass (g mol⁻¹): 533.2
Strongest force on any atom (eV/Å): 3.580
Multiplicity: 1
Orbital gap (spin up / spin down) (eV): 5.73 / 5.72